Below is C3H7NS in the gas phase in a non-equilibrium geometry, with properties calculated with wB97M-V/def2-TZVPD.

Summary:
Energy above the lowest of the compared OMol25 structures with the same formula, charge and spin ... 1.031 eV
Total energy ... -15548.6140 eV
Structure (SMILES) ... C/C=N\SC

Geometry as XYZ:
```
12
Properties=species:S:1:pos:R:3:mulliken_charge:R:1
C -2.31 0.26 0.18 -0.77
C 1.46 0.70 -0.08 0.16
C 2.38 -0.45 0.14 -0.96
H -2.18 1.21 -0.38 0.28
H -3.20 -0.25 -0.22 0.31
H -2.39 0.53 1.20 0.28
H 1.94 1.78 -0.28 0.26
H 3.22 -0.26 0.85 0.29
H 1.85 -1.29 0.57 0.32
H 2.89 -0.71 -0.83 0.23
N 0.21 0.81 -0.03 -0.34
S -0.80 -0.61 -0.13 -0.06
```